<a>
Density functional theory data (ωB97M-V with the def2-TZVPD basis set) for 2 unconnected molecules or ions with the total composition CHN3O.

```
6
CHN3O (ωB97M-V with the def2-TZVPD basis set)
N 0.49219 -1.01695 0.59104
C 0.62457 -0.63066 1.69119
O 0.56502 -0.37856 2.80651
H 0.73679 -0.63211 -0.27505
N -0.34570 -3.95076 -1.71068
N -0.99787 -3.29952 -1.12161
```

Properties
* structure (SMILES): N=C=O.N#N

---

<b>
Density functional theory data (ωB97M-V with the def2-TZVPD basis set) for CHN3O in the gas phase.

```
6
CHN3O (ωB97M-V with the def2-TZVPD basis set)
C 0.71878 0.19952 -0.06242
N -0.43576 1.00532 -0.02435
N -1.41330 0.28512 0.00141
O -0.96727 -1.05394 -0.03021
N 0.35112 -1.03249 -0.00119
H 1.74644 0.59647 0.11675
```

Properties
* structure (SMILES): c1nnon1

---

Q: Which of them is the most stable? A: <a>.

---

<a>
Density functional theory data (ωB97M-V with the def2-TZVPD basis set) for 3 unconnected molecules or ions with the total composition C4H13NO2.

```
20
C4H13NO2 (ωB97M-V with the def2-TZVPD basis set)
C 2.39390 -0.05427 -1.16344
C 1.89941 0.34231 0.31887
C 0.40394 0.66895 0.19672
C -0.24526 0.46594 1.43260
N -1.56887 0.58489 1.62916
H 2.28159 0.84095 -1.84228
H 3.48491 -0.03273 -1.04199
H 1.91537 -0.99168 -1.47250
H 2.52406 1.18890 0.66543
H 2.16525 -0.58709 0.88793
H -0.01045 0.49320 -0.82608
H 0.40903 0.24362 2.27805
H -1.86673 0.70940 2.57524
H -2.21300 1.20319 1.02125
H -1.13874 -2.60433 -0.53904
H -0.83553 -1.42267 0.08866
O -1.31082 -1.62392 -0.70041
H -3.51058 0.23693 -1.36646
H -2.08599 -0.26671 -1.07652
O -2.69147 0.60510 -1.06521
```

Properties
* <S²>: 0.763
* total charge: +1
* multiplicity: 2

---

<b>
Density functional theory data (ωB97M-V with the def2-TZVPD basis set) for 2 unconnected molecules or ions with the total composition C4H13NO2.

```
20
C4H13NO2 (ωB97M-V with the def2-TZVPD basis set)
C 0.19095 0.89737 -1.38500
N -0.73181 0.12005 -0.57145
C -1.65519 -0.65808 -1.37988
C -1.19576 0.74829 0.66944
C -0.05312 1.06554 1.65151
O 0.52940 -0.13527 2.14279
H 1.04139 0.31117 -1.71347
H -0.35366 1.38620 -2.20241
H 0.54757 1.76563 -0.83996
H -2.23163 0.06626 -1.94648
H -2.36403 -1.20785 -0.74913
H -1.15789 -1.47524 -1.90075
H -1.87782 0.12119 1.24332
H -1.71256 1.64039 0.27466
H -0.44442 1.66193 2.47859
H 0.69949 1.70924 1.18807
H 0.20126 -0.84721 1.61613
H 3.17714 -2.14986 -0.56881
H 1.70083 -2.14550 -0.61240
O 2.45344 -1.56872 -0.82508
```

Properties
* <S²>: 0.754
* total charge: +1
* multiplicity: 2

---

<c>
Density functional theory data (ωB97M-V with the def2-TZVPD basis set) for 2 unconnected molecules or ions with the total composition C4H13NO2.

```
20
C4H13NO2 (ωB97M-V with the def2-TZVPD basis set)
C 1.63688 -0.25445 -0.14178
O 1.96535 -0.52728 -1.49934
C 0.74517 -1.51808 0.17325
C -0.59653 -1.59586 -0.46064
C -1.55115 -0.33914 -0.46685
N -2.09427 -0.11082 0.89601
H 2.50531 -0.21255 0.56083
H 1.14258 0.70004 0.01461
H 1.24792 0.05384 -1.93564
H 1.39823 -2.38826 -0.19532
H 0.49470 -1.57579 1.26821
H -0.44778 -1.83454 -1.53633
H -1.10589 -2.42208 0.00159
H -2.35521 -0.35193 -1.17618
H -1.01954 0.58655 -0.81008
H -2.84115 0.60531 0.94029
H -1.30105 0.29523 1.43076
H 0.98305 3.04247 0.48582
H 0.21113 3.94251 1.49329
O 0.98227 3.90482 0.95751
```

Properties
* <S²>: 0.755
* total charge: +1
* multiplicity: 2

---

Q: Which of them is the most stable? A: <b>.

---

<a>
Density functional theory data (ωB97M-V with the def2-TZVPD basis set) for 3 unconnected molecules or ions with the total composition C4H11NO4.

```
20
C4H11NO4 (ωB97M-V with the def2-TZVPD basis set)
C 1.49278 -2.11377 1.78920
C 1.62048 -1.04394 0.74476
O 1.71673 0.14433 0.96115
O 1.63410 -1.56762 -0.47590
N 1.83604 -0.68172 -1.56952
H 0.66805 -1.86952 2.45470
H 1.33123 -3.07690 1.31626
H 2.40620 -2.13857 2.38001
H 2.18161 0.19503 -1.17153
H 0.91080 -0.49306 -1.96558
C -2.84566 1.27348 -0.75934
C -1.63454 0.41122 -0.84031
O -0.91436 0.30176 -1.80022
H -3.00342 1.81018 -1.69052
H -2.70617 1.97790 0.05737
H -3.71013 0.65432 -0.52652
H -1.45463 -0.18940 0.07496
O -0.21432 2.13545 0.44838
H 0.19290 2.71397 -0.20119
H 0.49236 1.55688 0.77386
```

Properties
* structure (SMILES): CC(=O)ON.CC=O.O

---

<b>
Density functional theory data (ωB97M-V with the def2-TZVPD basis set) for 2 unconnected molecules or ions with the total composition C4H11NO4.

```
20
C4H11NO4 (ωB97M-V with the def2-TZVPD basis set)
N 0.13204 -0.80442 1.17348
C 0.81077 -0.17920 0.05494
C 0.38144 1.29112 -0.04793
C 0.79386 2.07437 1.19262
O -0.15129 1.89536 2.25304
C 0.48769 -0.83553 -1.28509
O -0.61205 -1.08807 -1.72206
O 1.59072 -1.10387 -1.98307
H -0.86674 -0.90452 1.00374
H 0.50271 -1.70517 1.42596
H 1.88750 -0.23591 0.19918
H 0.81090 1.71109 -0.96374
H -0.70123 1.36857 -0.15694
H 0.77054 3.14685 0.99391
H 1.77794 1.78089 1.56115
H -0.23609 0.94645 2.36019
H 1.36596 -1.47395 -2.82046
O -2.72558 -1.16639 0.12213
H -3.45753 -0.56131 -0.10397
H -2.13885 -1.17000 -0.66965
```

Properties
* structure (SMILES): N[C@H](CCO)C(=O)O.O

---

Q: Which of them is the most stable? A: <b>.

---

<a>
Density functional theory data (ωB97M-V with the def2-TZVPD basis set) for 2 unconnected molecules or ions with the total composition C4H12OS2.

```
19
C4H12OS2 (ωB97M-V with the def2-TZVPD basis set)
C -1.84075 1.50180 -0.75840
C -2.37901 1.35539 0.67435
C -1.46462 0.21929 -1.43162
S 0.29933 -0.40850 -0.98011
S 1.09494 0.90120 0.41380
C 1.71212 2.18865 -0.72182
H -1.04045 2.27323 -0.81631
H -2.56203 2.04391 -1.37522
H -3.37941 0.91822 0.60507
H -2.49344 2.33777 1.13558
H -1.79402 0.65138 1.27083
H -1.31484 0.15804 -2.49789
H -2.04784 -0.64911 -1.12632
H 2.80431 2.15766 -0.70020
H 1.53522 3.16584 -0.23044
H 1.21394 2.12903 -1.69254
H 0.52023 -5.89513 2.59151
H 1.01854 -4.51324 3.00307
O 1.32050 -5.39690 2.80556
```

Properties
* <S²>: 0.752
* total charge: -1
* multiplicity: 2

---

<b>
Density functional theory data (ωB97M-V with the def2-TZVPD basis set) for 2 unconnected molecules or ions with the total composition C4H12OS2.

```
19
C4H12OS2 (ωB97M-V with the def2-TZVPD basis set)
C -1.88076 0.62666 -1.14243
C -0.95782 1.84160 -1.26993
S 0.72918 1.52355 -0.66141
S 0.13375 0.77659 1.35657
C 0.25370 -1.02646 1.08015
C 0.49001 -1.77195 2.40949
H -2.72892 0.77169 -1.81665
H -2.34219 0.57057 -0.16804
H -1.35260 -0.28943 -1.42370
H -1.31487 2.74523 -0.79455
H -0.72949 1.99637 -2.32520
H -0.68793 -1.32784 0.61960
H 1.12601 -1.20521 0.45384
H 0.82226 -2.80255 2.21160
H -0.41530 -1.82374 3.00859
H 1.29394 -1.29507 2.95582
H 1.08967 -2.85289 -2.27643
H -0.40964 -2.98140 -2.02403
O 0.36022 -2.46387 -1.77772
```

Properties
* <S²>: 0.754
* total charge: -1
* multiplicity: 2

---

Q: Which of them is the most stable? A: <b>.